[1]
A cluster of 2 separate species, C3H6N2O in total. Source: the Open Molecules 2025 dataset; level of theory: ωB97M-V/def2-TZVPD.

Its HOMO-LUMO gap (spin up / spin down) is 0.309 / 0.305 Ha. The HOMO energy (spin up / spin down) is -8.718 / -9.261 eV. The calculation puts the energy above the lowest of the compared OMol25 structures with the same formula, charge and spin at 190.5 kcal/mol.

Structure (ORCA input):
```
! wB97M-V def2-TZVPD RIJCOSX def2/J DEFGRID3
* xyz 0 1
N 1.120 -1.419 0.643
C 0.723 0.743 -0.067
C -1.891 -1.005 0.520
C 1.283 1.776 -0.646
O 1.133 -0.109 0.822
N -1.405 -0.795 -0.612
H 1.062 -1.597 -0.369
H -0.817 0.252 -0.627
H -2.166 -2.017 0.824
H -2.069 -0.265 1.315
H 0.674 2.500 -1.166
H 2.353 1.936 -0.638
*
```

Electronic structure analysis, natural (NBO) charges in units of e: -0.2122, 0.2601, -0.0500, -0.5102, -0.2735, -0.5804, 0.2940, 0.3111, 0.1674, 0.1465, 0.2271, 0.2202



[2]
A cluster of 2 separate species, C4H12 in total. Source: the Open Molecules 2025 dataset; level of theory: ωB97M-V/def2-TZVPD.

The expectation value of S² is 0.75. Its HOMO-LUMO gap (spin up / spin down) is 0.111 / 0.431 Ha. The HOMO energy (spin up / spin down) is 1.437 / -7.309 eV. The calculation puts the energy above the lowest of the compared OMol25 structures with the same formula, charge and spin at 38.7 kcal/mol.

Structure (ORCA input):
```
! wB97M-V def2-TZVPD RIJCOSX def2/J DEFGRID3
* xyz -1 2
C 0.473 -1.741 -2.093
C 1.518 -1.615 -1.024
H 0.333 -2.642 -2.455
H -0.401 -1.107 -1.572
H 0.918 -1.078 -2.825
H 1.651 -0.750 -0.421
H 2.580 -1.794 -1.492
H 1.499 -2.411 -0.246
C -0.448 2.106 1.715
C -1.652 1.228 1.358
H -0.287 2.026 2.926
H 0.487 1.760 1.195
H -0.670 3.191 1.475
H -2.113 1.698 0.418
H -2.252 0.996 2.182
H -1.099 0.240 1.072
*
```

Electronic structure analysis, natural (NBO) charges in units of e: -0.7143, -0.8849, 0.1880, 0.1920, 0.1912, 0.1949, 0.1523, 0.1799, -0.7958, -0.8015, 0.1641, 0.1888, 0.1785, 0.1904, 0.1925, 0.1838



[3]
A structure of composition C32H30N8ORuS6. Source: the Open Molecules 2025 dataset; level of theory: ωB97M-V/def2-TZVPD.

The expectation value of S² is 0.76. Its HOMO-LUMO gap (spin up / spin down) is 0.206 / 0.212 Ha. The HOMO energy (spin up / spin down) is -3.425 / -3.591 eV. The calculation puts the energy above the lowest of the compared OMol25 structures with the same formula, charge and spin at 17.2 kcal/mol.

Structure (ORCA input):
```
! wB97M-V def2-TZVPD RIJCOSX def2/J DEFGRID3
* xyz -1 2
Ru -0.384 -0.147 -0.405
N 0.435 1.128 -4.708
C 0.482 1.063 -3.337
S 1.687 0.158 -2.571
N -0.410 1.833 -2.730
N -0.476 1.653 -1.399
C -0.833 2.689 -0.696
C -1.098 4.020 -1.296
C -2.263 4.238 -2.025
C -2.530 5.490 -2.555
C -1.634 6.535 -2.364
C -0.469 6.321 -1.643
C -0.203 5.067 -1.109
C -0.957 2.477 0.733
C -1.331 3.469 1.646
C -1.388 3.151 2.986
C -1.077 1.859 3.398
C -0.729 0.929 2.441
N -0.673 1.233 1.147
H 0.899 0.367 -5.172
H -0.456 1.411 -5.086
H -2.943 3.410 -2.182
H -3.437 5.651 -3.124
H -1.843 7.512 -2.782
H 0.238 7.129 -1.499
H 0.710 4.890 -0.552
H -1.568 4.461 1.288
H -1.673 3.904 3.710
H -1.094 1.577 4.442
H -0.467 -0.090 2.688
C -2.869 -3.350 -2.828
C -2.407 -2.185 -1.989
S -0.772 -1.637 -2.260
C -3.244 -1.561 -1.148
C -4.695 -1.940 -0.993
S -2.696 -0.148 -0.257
H -2.084 -3.658 -3.517
H -3.760 -3.099 -3.411
H -3.121 -4.212 -2.202
H -4.813 -2.990 -0.706
H -5.251 -1.796 -1.925
H -5.177 -1.327 -0.229
O 1.527 -0.019 0.732
C 2.686 -0.764 0.769
C 3.296 -0.617 2.168
C 4.500 -1.029 2.656
C 4.688 -0.688 4.023
C 3.618 -0.017 4.537
S 2.390 0.205 3.365
C 3.735 -0.205 -0.188
C 4.661 -0.824 -0.970
C 5.510 0.095 -1.652
C 5.216 1.388 -1.350
S 3.902 1.502 -0.259
C 2.452 -2.250 0.494
C 2.092 -2.836 -0.681
C 1.730 -4.203 -0.537
C 1.827 -4.636 0.750
S 2.379 -3.391 1.786
H 5.226 -1.549 2.047
H 5.577 -0.925 4.592
H 3.500 0.365 5.539
H 4.716 -1.899 -1.071
H 6.287 -0.196 -2.346
H 5.679 2.279 -1.745
H 2.027 -2.297 -1.615
H 1.391 -4.821 -1.356
H 1.613 -5.619 1.139
N -3.142 -4.365 3.455
C -2.599 -3.496 2.545
N -3.386 -2.507 2.095
N -1.351 -3.692 2.196
C -0.865 -2.744 1.408
N -0.521 -1.897 0.712
H -4.127 -4.549 3.378
H -2.566 -5.175 3.619
H -4.258 -2.311 2.553
H -3.036 -1.804 1.437
*
```

Electronic structure analysis, Löwdin charges in units of e: 0.8812, 0.0504, -0.9387, 0.6188, 0.0008, -0.1312, -0.2111, -0.1906, -0.0249, -0.0875, -0.1059, -0.0903, -0.0314, -0.2158, 0.0000, -0.0666, -0.0644, -0.1617, -0.0752, 0.0644, 0.0806, 0.1188, 0.0962, 0.0928, 0.0964, 0.1229, 0.1122, 0.1021, 0.1011, 0.0897, -0.1405, -0.7829, 0.5883, -0.7822, -0.1569, 0.6424, 0.0484, 0.0684, 0.0721, 0.0649, 0.0698, 0.0453, -0.3681, -0.6402, -0.5105, -0.1491, -0.1974, -0.4295, 1.0686, -0.5212, -0.1448, -0.1991, -0.4329, 1.0219, -0.4528, -0.1775, -0.1872, -0.4369, 1.0348, 0.1170, 0.0902, 0.0498, 0.1094, 0.0893, 0.0522, 0.0422, 0.0976, 0.0525, 0.1352, -0.5057, 0.1908, 0.1321, -0.2820, 0.0662, 0.0929, 0.0983, 0.1102, 0.0137



[4]
A cluster of 2 separate species, C4H6N2O2 in total. Source: the Open Molecules 2025 dataset; level of theory: ωB97M-V/def2-TZVPD.

Its HOMO-LUMO gap is 0.344 Ha. The HOMO energy is -9.270 eV. The calculation puts the energy above the lowest of the compared OMol25 structures with the same formula, charge and spin at 87.2 kcal/mol.

Structure (ORCA input):
```
! wB97M-V def2-TZVPD RIJCOSX def2/J DEFGRID3
* xyz 0 1
C 0.161 -2.236 -0.814
C -0.555 -1.278 -0.138
C 0.936 -0.390 -1.438
C -0.295 1.194 -0.085
N 1.044 -1.638 -1.683
N 0.022 -0.057 -0.501
O 1.321 1.380 1.174
O -1.344 1.383 0.666
H 0.038 -3.354 -0.764
H -1.349 -1.342 0.560
H 1.683 0.355 -1.666
H 0.088 2.049 -0.698
H 1.117 0.544 1.568
H -1.501 0.422 1.164
*
```

Electronic structure analysis, natural (NBO) charges in units of e: -0.0559, -0.1415, 0.2221, 0.5702, -0.4268, -0.4164, -0.9362, -0.6020, 0.2259, 0.2047, 0.2135, 0.2346, 0.4134, 0.4945